Entry from the Open Molecules 2025 dataset: a structure of composition C20H24IrN3PSe2Si (ωB97M-V with the def2-TZVPD basis set).

Values from the calculation:
Energy above the lowest of the compared OMol25 structures with the same formula, charge and spin (kcal/mol): 0.0
Spin multiplicity: 2
HOMO energy (alpha / beta) (hartree): -0.557 / -0.555
Strongest force on any atom (eV/Å): 2.205
Charge: +2

CARTESIAN COORDINATES (ANGSTROEM)
Ir 0.6202 -0.4652 0.1238
Se -1.5404 0.5858 -0.1370
C -2.0829 -1.1727 -0.0864
N -2.4226 -2.2758 -0.0405
Se -0.1137 -3.3249 2.0656
N 1.0404 -2.2481 1.1584
C 2.2913 -2.6668 1.4198
C 3.4995 -2.0869 0.9478
C 4.6757 -2.6588 1.3172
C 4.7384 -3.8154 2.1658
C 3.6144 -4.3843 2.6521
C 2.3507 -3.8126 2.2904
N 1.1899 -4.2718 2.7184
H 3.4808 -1.1958 0.3345
H 5.6056 -2.2252 0.9721
H 5.7077 -4.2216 2.4191
H 3.6319 -5.2429 3.3089
C 2.7269 -0.9611 -2.4037
P 0.9886 -0.6628 -2.0661
C 0.5416 0.7957 -3.0083
C 0.0435 -2.0644 -2.5792
C -1.0814 -1.9118 -3.3961
C -1.8023 -3.0314 -3.7730
C -1.4249 -4.2878 -3.3180
C -0.3150 -4.4426 -2.4936
C 0.4195 -3.3349 -2.1194
H 3.0530 -1.9151 -1.9932
H 3.3421 -0.1575 -1.9975
H 2.8270 -0.9891 -3.4911
H 0.7314 0.5875 -4.0634
H 1.1683 1.6285 -2.6872
H -0.5009 1.0651 -2.8624
H -1.3919 -0.9360 -3.7458
H -2.6614 -2.9238 -4.4206
H -2.0011 -5.1562 -3.6082
H -0.0273 -5.4267 -2.1498
H 1.2865 -3.4569 -1.4792
C 2.9028 4.9469 0.4175
Si 3.2917 3.4846 1.4741
C 2.8788 3.7546 3.2541
C 5.0321 2.8767 1.2626
C 2.2383 2.0183 0.8776
C 1.6100 1.0109 0.5117
H 3.5614 5.7615 0.7269
H 1.8721 5.2811 0.5430
H 3.0765 4.7623 -0.6437
H 3.5443 4.5293 3.6417
H 3.0283 2.8511 3.8472
H 1.8514 4.0916 3.4007
H 5.7209 3.6416 1.6268
H 5.2802 2.6755 0.2186
H 5.2014 1.9655 1.8392

Cartesian forces (eV/Å) of the 3 atoms listed first:
Ir -1.5 -1.5 0.7
Se 0.1 0.4 0.0
C -0.1 0.2 0.0

***

Entry from the Open Molecules 2025 dataset: an isolated molecule of C3H7NO2 (ωB97M-V with the def2-TZVPD basis set).

Values from the calculation:
Energy above the lowest of the compared OMol25 structures with the same formula, charge and spin (kcal/mol): 37.1
HOMO energy (hartree): -0.345
Strongest force on any atom (eV/Å): 3.168
SMILES: CNC(=O)CO

CARTESIAN COORDINATES (ANGSTROEM)
C 0.5670 1.7529 0.6830
N 0.0514 0.5124 1.1205
C -0.4982 -0.4933 0.3166
O -0.9919 -1.4492 0.8424
C -0.3362 -0.4610 -1.1570
O 0.9916 -0.2471 -1.5039
H 0.6653 1.8017 -0.4700
H 1.5738 1.9667 1.1197
H -0.1661 2.6256 1.0718
H -0.2156 0.3662 2.0946
H -0.7700 -1.4857 -1.4257
H -0.9332 0.3898 -1.5674
H 1.0925 -0.4726 -2.4302

Cartesian forces (eV/Å) of the 3 atoms listed first:
C -0.6 3.1 -0.5
N -1.1 -1.9 -0.7
C 1.8 1.5 1.8

***

Entry from the Open Molecules 2025 dataset: a structure of composition C25H35BF2HgN9SSi (ωB97M-V with the def2-TZVPD basis set).

Values from the calculation:
Energy above the lowest of the compared OMol25 structures with the same formula, charge and spin (kcal/mol): 23.6
Spin multiplicity: 2
HOMO energy (alpha / beta) (hartree): -0.037 / -0.037
Strongest force on any atom (eV/Å): 0.494
Charge: -2

CARTESIAN COORDINATES (ANGSTROEM)
Hg -0.7725 0.1843 0.6097
N -5.0845 3.0022 -0.5622
C -4.3025 2.4205 0.4560
S -4.1476 0.7169 0.3928
N -3.7894 3.3516 1.2185
N -2.9495 2.9470 2.2810
C -1.8432 3.7602 2.3282
C -0.5342 3.5127 2.7950
C 0.4321 4.5376 2.5859
C 1.7400 4.3242 2.9313
C 2.1004 3.0970 3.4952
C 1.0922 2.1603 3.6800
N -0.1793 2.3375 3.3643
H -5.7540 2.3521 -0.9382
H -5.4552 3.9054 -0.3058
H -2.0051 4.6793 1.7786
H 0.1181 5.4712 2.1348
H 2.4838 5.0947 2.7620
H 3.1215 2.8739 3.7741
H 1.3302 1.1939 4.1114
N 1.6246 0.6969 -1.5380
C 1.6279 1.3789 -2.8201
C 1.3744 2.8838 -2.6917
C -0.0668 3.3057 -2.3939
N -0.5147 2.9040 -1.0735
H 2.4742 0.8471 -1.0116
H 1.4255 -0.2957 -1.6097
H 0.8295 0.9441 -3.4241
H 2.5629 1.2334 -3.3866
H 1.6543 3.3499 -3.6441
H 2.0427 3.3048 -1.9281
H -0.7198 2.8226 -3.1275
H -0.1429 4.3929 -2.5745
H -1.4919 3.1120 -0.9046
H 0.0341 3.3185 -0.3302
N 6.1415 -2.4194 2.6258
C 5.0193 -2.3098 2.8507
C 3.6194 -2.1770 3.1729
C 3.1781 -2.4280 4.4692
C 1.8339 -2.2784 4.7456
C 0.9872 -1.8902 3.7118
N 1.4042 -1.6560 2.4756
C 2.6920 -1.7911 2.2048
H 3.8826 -2.7304 5.2331
H 1.4438 -2.4551 5.7386
H -0.0763 -1.7491 3.8775
H 3.0028 -1.5805 1.1873
F -4.6701 1.6904 3.4231
B -3.4305 2.1618 3.3771
F -2.7449 2.0737 4.5209
C -0.9303 -3.8848 0.6225
Si -0.0343 -3.8250 -1.0424
C 1.7906 -4.1774 -0.6449
C -0.6004 -5.4049 -1.9524
N -0.2500 -2.3587 -1.7948
C -0.6081 -1.9669 -3.0236
C -0.5687 -2.7779 -4.2000
C -0.9264 -2.2962 -5.4483
C -1.3511 -0.9834 -5.6294
C -1.4130 -0.1666 -4.4972
C -1.0588 -0.6297 -3.2473
H -0.3449 -4.4135 1.3837
H -1.8966 -4.3898 0.5307
H -1.1141 -2.8666 0.9731
H 1.9317 -5.2113 -0.3097
H 2.1514 -3.5176 0.1485
H 2.4140 -4.0125 -1.5283
H -0.6408 -6.2446 -1.2494
H 0.0827 -5.6758 -2.7628
H -1.5958 -5.2745 -2.3859
H -0.2342 -3.8046 -4.1039
H -0.8717 -2.9652 -6.3040
H -1.6306 -0.6117 -6.6083
H -1.7597 0.8589 -4.5952
H -1.1390 0.0178 -2.3796

Cartesian forces (eV/Å) of the 3 atoms listed first:
Hg 0.0 -0.1 0.2
N 0.1 -0.1 0.0
C -0.1 0.0 -0.4

***

Entry from the Open Molecules 2025 dataset: an isolated molecule of C14H16N2O3S (ωB97M-V with the def2-TZVPD basis set).

Values from the calculation:
Energy above the lowest of the compared OMol25 structures with the same formula, charge and spin (kcal/mol): 17.4
HOMO energy (hartree): -0.291
Strongest force on any atom (eV/Å): 1.631
SMILES: Cc1nc2sc(C(=O)O)c(N)c2c2c1COC(C)(C)C2

CARTESIAN COORDINATES (ANGSTROEM)
C 3.5682 1.1842 1.2841
C 2.2743 0.5011 1.0379
N 2.0244 -0.4008 1.9776
C 0.8922 -1.1013 1.9110
S 0.3935 -2.2100 3.1481
C -0.9877 -2.7207 2.1904
C -1.8478 -3.8722 2.5827
O -2.6324 -4.3750 1.8014
O -1.6403 -4.3956 3.7947
C -1.0869 -1.9740 1.0497
N -2.0764 -2.2219 0.1141
C -0.0041 -1.0003 0.8523
C 0.2942 -0.0381 -0.1498
C 1.4816 0.6959 -0.0935
C 1.8358 1.7127 -1.1297
O 0.9126 1.6955 -2.2491
C -0.4679 1.5998 -1.9090
C -1.2549 1.6876 -3.2205
C -0.9467 2.7786 -1.0489
C -0.6522 0.2437 -1.2605
H 3.8342 1.2369 2.3542
H 3.5506 2.2219 0.9357
H 4.3676 0.6415 0.8144
H -2.3240 -5.0719 3.9356
H -2.5807 -3.0890 0.3470
H -1.7760 -2.0815 -0.8347
H 2.8614 1.5006 -1.4828
H 1.7916 2.7474 -0.7027
H -2.3146 1.9044 -3.0352
H -1.2118 0.7932 -3.8358
H -0.8407 2.5162 -3.8335
H -0.4122 2.8567 -0.0921
H -1.9819 2.6338 -0.7967
H -0.8922 3.7083 -1.5943
H -1.6660 0.2330 -0.8704
H -0.4851 -0.5406 -1.9914

Cartesian forces (eV/Å) of the 3 atoms listed first:
C 0.3 1.4 0.5
C 0.7 -1.0 0.9
N -0.7 -0.1 0.6

***

Entry from the Open Molecules 2025 dataset: a structure of composition H10NaO5 (ωB97M-V with the def2-TZVPD basis set).

Values from the calculation:
Energy above the lowest of the compared OMol25 structures with the same formula, charge and spin (kcal/mol): 17.5
HOMO energy (hartree): -0.575
Strongest force on any atom (eV/Å): 2.578
Charge: +1

CARTESIAN COORDINATES (ANGSTROEM)
Na -0.5240 -0.4371 0.3476
O 0.4820 -2.4151 -0.7374
H 1.3040 -2.4681 -0.2474
H 0.8330 -3.0191 -1.3984
O -1.2660 1.8129 0.8586
H -0.5050 2.2899 1.1206
H -1.9260 2.3099 0.4156
O -2.0030 -0.2011 -1.4444
H -2.7310 0.4239 -1.5374
H -1.4110 -0.0471 -2.2114
O 1.2260 0.6839 -0.7634
H 1.9150 0.9079 -0.1284
H 0.7600 1.4689 -1.0324
O 0.9600 -0.5991 2.1346
H 1.0780 0.2879 2.4556
H 1.8080 -0.9981 2.1686

Cartesian forces (eV/Å) of the 3 atoms listed first:
Na -0.2 -0.3 -0.2
O 0.8 -0.3 0.0
H 0.2 0.6 1.1

***

> What is the energy above the lowest of the compared OMol25 structures with the same formula, charge and spin in the first record?

0.0 kcal/mol